# 1
{"formula": "C21H33Br2N3OPdSSi", "method": "the ωB97M-V functional and the def2-TZVPD basis", "species": ["Pd", "N", "C", "C", "C", "C", "C", "C", "C", "C", "C", "C", "C", "C", "H", "H", "H", "H", "H", "H", "H", "H", "H", "H", "Br", "C", "Br", "H", "H", "C", "N", "C", "C", "S", "N", "C", "C", "H", "H", "H", "H", "H", "H", "H", "H", "H", "H", "H", "H", "C", "Si", "C", "C", "O", "H", "H", "H", "H", "H", "H", "H", "H", "H"], "xyz": [[-0.226, -0.168, -0.035], [-1.971, 0.533, 1.207], [-2.031, 1.972, 1.162], [-1.955, 2.683, 2.351], [-2.008, 4.067, 2.336], [-2.143, 4.735, 1.128], [-2.207, 4.018, -0.055], [-2.146, 2.624, -0.069], [-2.131, 1.912, -1.375], [-2.951, 2.357, -2.419], [-2.832, 1.838, -3.698], [-1.868, 0.877, -3.970], [-1.069, 0.398, -2.936], [-1.227, 0.883, -1.646], [-1.933, 0.207, 2.168], [-2.788, 0.122, 0.764], [-1.873, 2.152, 3.293], [-1.953, 4.618, 3.265], [-2.188, 5.815, 1.106], [-2.279, 4.548, -0.995], [-3.684, 3.130, -2.221], [-3.473, 2.206, -4.488], [-1.733, 0.512, -4.981], [-0.306, -0.345, -3.153], [1.383, 1.342, 1.823], [2.081, -0.370, 2.402], [0.685, -1.693, 2.539], [2.525, -0.238, 3.381], [2.790, -0.708, 1.657], [0.766, -3.654, -2.424], [-0.487, -3.157, -2.996], [-0.576, -3.208, -4.460], [-1.458, -2.673, -2.250], [-1.141, -2.322, -0.540], [-2.694, -2.468, -2.677], [-3.366, -3.349, -3.645], [-3.585, -1.537, -1.975], [0.770, -4.744, -2.412], [0.910, -3.284, -1.409], [1.591, -3.296, -3.037], [0.397, -2.923, -4.856], [-1.319, -2.496, -4.809], [-0.815, -4.209, -4.816], [-2.760, -4.223, -3.858], [-3.592, -2.813, -4.566], [-4.298, -3.683, -3.190], [-3.019, -0.669, -1.634], [-4.103, -2.032, -1.150], [-4.326, -1.185, -2.690], [4.321, 0.642, -0.699], [2.715, 0.571, -1.692], [1.961, 2.240, -1.971], [3.109, -0.340, -3.312], [1.750, -0.529, -0.897], [5.022, 1.205, -1.319], [4.722, -0.351, -0.505], [4.161, 1.180, 0.235], [2.745, 2.999, -2.032], [1.288, 2.523, -1.158], [1.384, 2.277, -2.896], [3.953, 0.197, -3.747], [2.255, -0.280, -3.988], [3.390, -1.375, -3.131]], "lowdin_charge": [0.58, 0.03, -0.29, -0.05, -0.05, -0.05, -0.01, -0.14, -0.20, -0.02, -0.05, -0.07, -0.16, -0.17, 0.09, 0.10, 0.12, 0.12, 0.12, 0.12, 0.13, 0.12, 0.11, 0.08, 0.75, -0.96, 0.66, 0.02, -0.01, -0.02, -0.15, 0.00, -0.61, 0.90, -0.16, 0.00, -0.04, 0.12, 0.05, 0.09, 0.11, 0.09, 0.11, 0.09, 0.11, 0.11, 0.04, 0.11, 0.11, -0.13, 0.35, -0.15, -0.11, -0.30, 0.05, 0.05, 0.02, 0.05, 0.01, 0.04, 0.06, 0.03, 0.04], "homo_lumo_gap_ev": [8.06, 4.16], "charge": 2, "spin_multiplicity": 5, "mol_weight_g_mol": 669.90, "homo_energy_ev": [-13.40, -13.65]}

=====

# 2
{"formula": "C21H33BrCl2EuIN3O3SSi", "method": "the ωB97M-V functional and the def2-TZVPD basis", "species": ["Eu", "C", "C", "C", "C", "O", "Si", "S", "O", "C", "C", "C", "C", "O", "C", "C", "C", "C", "H", "H", "H", "H", "H", "H", "H", "H", "H", "H", "H", "H", "H", "H", "H", "H", "H", "H", "H", "H", "H", "H", "H", "H", "H", "H", "H", "N", "C", "N", "C", "N", "Br", "C", "C", "C", "C", "C", "C", "I", "H", "H", "H", "H", "Cl", "C", "Cl", "H", "H"], "xyz": [[-0.236, 0.539, -1.911], [-2.202, 1.912, 0.787], [-1.725, 0.481, 1.040], [-1.547, 0.188, 2.522], [-2.747, -0.492, 0.450], [-0.479, 0.244, 0.321], [1.112, 0.770, 0.813], [2.176, 0.381, -0.941], [0.835, 2.348, 1.071], [1.501, 3.328, 1.893], [3.006, 3.236, 1.671], [1.151, 3.080, 3.358], [0.974, 4.683, 1.441], [1.588, 0.020, 2.161], [2.453, -1.089, 2.494], [2.094, -2.306, 1.657], [3.906, -0.683, 2.281], [2.189, -1.364, 3.969], [-3.211, 2.047, 1.180], [-2.224, 2.125, -0.286], [-1.540, 2.630, 1.261], [-2.487, 0.349, 3.051], [-0.785, 0.830, 2.960], [-1.238, -0.851, 2.655], [-3.678, -0.439, 1.016], [-2.372, -1.514, 0.509], [-2.971, -0.239, -0.589], [3.376, 2.260, 1.992], [3.521, 4.010, 2.242], [3.239, 3.364, 0.613], [1.458, 2.075, 3.650], [0.075, 3.181, 3.514], [1.661, 3.804, 3.996], [1.194, 4.842, 0.385], [1.448, 5.474, 2.024], [-0.105, 4.744, 1.585], [2.382, -2.145, 0.619], [1.020, -2.493, 1.704], [2.619, -3.187, 2.032], [4.088, -0.455, 1.232], [4.567, -1.494, 2.591], [4.139, 0.200, 2.879], [1.154, -1.676, 4.118], [2.374, -0.462, 4.554], [2.851, -2.153, 4.329], [-1.998, -0.166, -7.036], [-1.563, 0.706, -6.410], [-1.089, 1.708, -5.708], [-0.996, 1.873, -4.466], [-0.858, 2.112, -3.315], [-2.441, -0.961, -3.454], [-2.908, -2.690, -2.762], [-4.151, -3.206, -3.087], [-4.530, -4.436, -2.576], [-3.670, -5.144, -1.750], [-2.421, -4.631, -1.439], [-2.038, -3.398, -1.947], [-0.127, -2.628, -1.436], [-4.806, -2.648, -3.742], [-5.504, -4.837, -2.824], [-3.966, -6.102, -1.344], [-1.739, -5.179, -0.804], [1.036, -0.681, -4.137], [2.154, 0.019, -5.341], [1.898, -0.697, -6.927], [3.159, -0.198, -5.003], [1.951, 1.082, -5.388]], "lowdin_charge": [0.91, -0.02, -0.62, -0.02, -0.04, -0.45, -0.18, 0.21, -0.16, -0.63, -0.02, -0.02, -0.02, -0.15, -0.63, -0.06, -0.03, -0.03, 0.10, 0.08, 0.07, 0.10, 0.07, 0.09, 0.10, 0.07, 0.05, 0.07, 0.09, 0.09, 0.07, 0.09, 0.09, 0.09, 0.09, 0.08, 0.04, 0.07, 0.09, 0.06, 0.09, 0.08, 0.09, 0.09, 0.09, 0.10, -0.45, 0.08, -0.48, -0.10, 0.78, -0.66, -0.12, -0.07, -0.07, -0.15, -0.67, 1.06, 0.11, 0.11, 0.11, 0.10, 0.44, -0.95, 0.55, 0.03, 0.03], "homo_lumo_gap_ev": [7.01, 8.59], "charge": 0, "spin_multiplicity": 8, "mol_weight_g_mol": 865.34, "homo_energy_ev": [-7.07, -8.67]}

=====

# 3
{"formula": "C21H33LiOPS4", "method": "the ωB97M-V functional and the def2-TZVPD basis", "species": ["Li", "O", "C", "S", "C", "C", "S", "S", "S", "C", "C", "C", "C", "C", "C", "P", "C", "C", "C", "C", "C", "C", "C", "C", "C", "C", "C", "C", "H", "H", "H", "H", "H", "H", "H", "H", "H", "H", "H", "H", "H", "H", "H", "H", "H", "H", "H", "H", "H", "H", "H", "H", "H", "H", "H", "H", "H", "H", "H", "H", "H"], "xyz": [[1.254, 0.574, 2.309], [0.492, 1.184, 8.706], [0.308, 1.512, 7.559], [-0.901, 0.696, 6.473], [-0.106, 0.933, 4.991], [0.995, 1.979, 4.985], [1.837, 2.443, 3.586], [1.344, 2.600, 6.560], [-0.636, 0.064, 3.655], [-3.465, 2.212, 0.561], [-2.142, 2.991, 0.732], [-0.864, 2.183, 0.754], [-0.821, 1.171, -0.407], [-2.203, 0.498, -0.807], [-3.311, 0.711, 0.189], [0.595, -0.043, 0.066], [-0.005, -1.813, -0.320], [-0.938, -2.433, 0.757], [-1.055, -3.951, 0.678], [-0.650, -4.496, -0.694], [0.713, -4.014, -1.176], [1.206, -2.750, -0.424], [1.644, 0.171, -1.522], [2.238, 1.610, -1.489], [3.266, 1.839, -2.636], [2.767, 1.361, -4.030], [1.320, 0.879, -3.996], [1.025, -0.157, -2.851], [-4.054, 2.714, -0.179], [-4.003, 2.224, 1.545], [-2.156, 3.591, 1.645], [-2.159, 3.704, -0.074], [-0.743, 1.670, 1.784], [-0.080, 2.931, 0.689], [-0.511, 1.720, -1.270], [-2.114, -0.586, -1.053], [-2.545, 0.879, -1.775], [-3.108, 0.173, 1.133], [-4.261, 0.334, -0.172], [-0.473, -1.768, -1.322], [-1.925, -2.003, 0.747], [-0.551, -2.208, 1.752], [-2.003, -4.423, 0.902], [-0.354, -4.372, 1.392], [-1.525, -4.232, -1.324], [-0.675, -5.589, -0.611], [0.754, -3.861, -2.283], [1.408, -4.895, -1.108], [2.062, -2.348, -0.934], [1.612, -3.011, 0.568], [2.461, -0.560, -1.269], [2.717, 1.706, -0.530], [1.433, 2.400, -1.553], [4.280, 1.407, -2.454], [3.349, 2.928, -2.642], [3.524, 0.600, -4.426], [2.889, 2.228, -4.752], [1.060, 0.340, -4.971], [0.623, 1.725, -3.801], [1.257, -1.161, -3.087], [-0.097, -0.209, -2.777]], "lowdin_charge": [0.30, -0.10, -0.98, 0.86, -1.29, -1.26, 0.30, 0.86, 0.38, -0.18, -0.20, -0.28, -0.38, -0.20, -0.21, 1.09, -0.44, -0.20, -0.20, -0.22, -0.20, -0.22, -0.46, -0.21, -0.20, -0.22, -0.19, -0.21, 0.08, 0.12, 0.11, 0.09, 0.01, 0.10, 0.07, 0.08, 0.11, 0.11, 0.10, 0.09, 0.09, 0.07, 0.11, 0.11, 0.11, 0.10, 0.11, 0.11, 0.07, 0.13, 0.10, 0.09, 0.12, 0.11, 0.09, 0.12, 0.11, 0.12, 0.11, 0.09, 0.11], "homo_lumo_gap_ev": 4.66, "charge": -1, "mol_weight_g_mol": 467.68, "homo_energy_ev": -2.39}